Here is a molecular structure, C32H52GaN14O3P2S2 in a non-equilibrium geometry from the Open Molecules 2025 dataset. Energies are from wB97M-V/def2-TZVPD.

Element x y z (Å)
1 C -0.080 -1.044 -1.734
2 C -1.416 -0.320 -1.975
3 C -1.678 0.196 -3.425
4 N -2.301 -0.081 -1.104
5 Ga -1.597 0.966 0.390
6 C -3.125 1.714 1.512
7 C -3.663 3.108 1.115
8 C -2.839 4.300 1.684
9 S -2.209 5.422 0.356
10 C -0.447 5.249 0.189
11 S 0.150 4.542 -1.139
12 N 0.455 5.755 1.163
13 C 0.220 6.323 2.404
14 C 1.419 6.662 2.913
15 N 2.456 6.331 2.016
16 C 1.807 5.805 1.016
17 P -0.483 -0.638 1.823
18 P -2.131 -1.635 2.839
19 O -1.881 -3.079 3.087
20 O -3.435 -1.545 1.891
21 O -2.395 -0.826 4.259
22 H 0.586 -0.528 -1.029
23 H -0.256 -2.051 -1.332
24 H 0.483 -1.171 -2.670
25 H -2.620 -0.264 -3.748
26 H -0.853 -0.036 -4.106
27 H -1.784 1.284 -3.330
28 H -0.543 2.048 -0.121
29 H -2.820 1.659 2.566
30 H -3.964 1.010 1.381
31 H -3.777 3.252 0.031
32 H -4.681 3.193 1.539
33 H -2.055 3.997 2.385
34 H -3.528 4.931 2.265
35 H -0.760 6.470 2.842
36 H 1.616 7.152 3.859
37 H 2.396 5.485 0.163
38 H 0.265 0.041 2.825
39 H -3.980 -2.333 2.069
40 H -3.309 -0.509 4.292
41 C 0.889 -5.195 -2.327
42 C 0.296 -4.206 -3.211
43 N -0.168 -3.419 -3.906
44 H 0.358 -6.143 -2.378
45 H 1.929 -5.392 -2.592
46 H 0.870 -4.863 -1.288
47 C 4.074 8.157 -1.977
48 C 3.898 6.733 -2.226
49 N 3.757 5.612 -2.427
50 H 3.728 8.751 -2.822
51 H 3.512 8.475 -1.100
52 H 5.122 8.401 -1.806
53 C -2.836 1.645 6.860
54 C -2.644 2.437 5.656
55 N -2.472 3.056 4.706
56 H -3.723 1.962 7.410
57 H -2.960 0.588 6.620
58 H -1.986 1.728 7.535
59 C -1.367 -9.009 -1.651
60 C -0.490 -8.568 -2.725
61 N 0.201 -8.212 -3.568
62 H -2.219 -9.565 -2.041
63 H -0.839 -9.658 -0.953
64 H -1.755 -8.162 -1.086
65 C 4.262 3.514 2.328
66 C 4.757 2.930 3.567
67 N 5.149 2.470 4.543
68 H 3.829 2.755 1.676
69 H 3.492 4.261 2.516
70 H 5.061 4.004 1.772
71 C 2.343 -6.375 -6.083
72 C 3.045 -6.073 -4.847
73 N 3.600 -5.836 -3.870
74 H 1.263 -6.374 -5.939
75 H 2.569 -5.644 -6.859
76 H 2.620 -7.356 -6.470
77 C 5.949 -8.440 -7.788
78 C 4.596 -8.715 -8.252
79 N 3.529 -8.930 -8.616
80 H 5.951 -8.127 -6.745
81 H 6.581 -9.323 -7.870
82 H 6.412 -7.646 -8.373
83 C -1.099 8.700 -0.465
84 C -0.153 9.280 -1.409
85 N 0.592 9.739 -2.152
86 H -1.911 8.186 -0.978
87 H -0.614 7.976 0.187
88 H -1.545 9.465 0.170
89 C -1.363 -1.874 9.084
90 C -1.075 -0.448 9.071
91 N -0.851 0.677 9.056
92 H -2.402 -2.063 9.354
93 H -1.189 -2.319 8.105
94 H -0.734 -2.397 9.803
95 C -4.163 -5.525 4.179
96 C -4.689 -4.612 3.181
97 N -5.094 -3.876 2.402
98 H -4.021 -6.523 3.765
99 H -3.197 -5.177 4.547
100 H -4.837 -5.611 5.031
101 C 1.982 -0.481 -6.174
102 C 1.497 0.643 -5.387
103 N 1.104 1.519 -4.760
104 H 2.728 -0.161 -6.901
105 H 2.440 -1.238 -5.539
106 H 1.169 -0.958 -6.721

2S+1: 1
F_max, hartree/bohr: 0.041
E_HOMO, eV: -3.6109
Total charge: -1
Frontier orbital gap, eV: 5.3
Lowest unoccupied orbital energy, eV: 1.67